Molecular formula: C3H7NO2
Method: DFT, the ωB97M-V functional and the def2-TZVPD basis

Output
**SMILES string**: NC(=O)CCO
**Kohn-Sham gap**: 10.33 eV
**Highest occupied orbital energy**: -9.78 eV
**Relative energy (zero: lowest compared OMol25 entry of this formula, charge and spin)**: 30.3 kcal per mole
**Calculated total energy**: -8809.215 eV

ORCA input file:
```
! RIJCOSX wB97M-V def2-TZVPD def2/J DEFGRID3
* xyz 0 1
N -1.339 -1.057 -0.902
C -0.671 0.158 -1.230
O -0.455 0.511 -2.363
C -0.227 0.955 -0.006
C 0.988 0.291 0.648
O 0.597 -0.965 1.187
H -0.630 -1.729 -0.600
H -1.793 -0.832 -0.023
H -1.026 1.001 0.747
H 0.018 1.972 -0.316
H 1.778 0.160 -0.106
H 1.375 0.946 1.440
H 1.385 -1.410 1.523
*
```

Molecular formula: C3H7NO2
Method: DFT, the ωB97M-V functional and the def2-TZVPD basis

Output
**SMILES string**: CNC(=O)OC
**Kohn-Sham gap**: 10.25 eV
**Highest occupied orbital energy**: -9.40 eV
**Relative energy (zero: lowest compared OMol25 entry of this formula, charge and spin)**: 37.4 kcal per mole
**Calculated total energy**: -8808.906 eV

ORCA input file:
```
! RIJCOSX wB97M-V def2-TZVPD def2/J DEFGRID3
* xyz 0 1
C 2.050 0.767 0.843
N 0.794 0.007 0.811
C -0.127 0.169 -0.152
O -0.216 1.106 -0.921
O -0.906 -0.930 -0.161
C -1.816 -0.991 -1.239
H 2.888 0.057 1.011
H 1.524 1.366 1.591
H 2.246 1.230 -0.135
H 0.657 -0.677 1.534
H -2.549 -0.188 -1.158
H -2.286 -1.968 -1.147
H -1.287 -0.904 -2.192
*
```

Molecular formula: C3H7NO2
Method: DFT, the ωB97M-V functional and the def2-TZVPD basis

Output
**Kohn-Sham gap**: 9.70 eV
**Highest occupied orbital energy**: -9.14 eV
**Relative energy (zero: lowest compared OMol25 entry of this formula, charge and spin)**: 113.6 kcal per mole
**Calculated total energy**: -8805.602 eV

ORCA input file:
```
! RIJCOSX wB97M-V def2-TZVPD def2/J DEFGRID3
* xyz 0 1
N 1.552 0.914 -1.129
C 1.729 -0.116 -0.319
O 2.584 -0.856 0.040
C 0.239 -0.112 0.888
C -0.953 -0.615 0.099
O -1.346 0.445 -0.767
H 0.568 0.992 -1.401
H 0.977 0.918 0.170
H -0.074 0.762 1.484
H 0.647 -0.848 1.579
H -0.679 -1.511 -0.478
H -1.778 -0.886 0.774
H -2.038 0.127 -1.359
*
```

Molecular formula: C3H7NO2
Method: DFT, the ωB97M-V functional and the def2-TZVPD basis

Output
**Kohn-Sham gap**: 9.61 eV
**Highest occupied orbital energy**: -8.95 eV
**Relative energy (zero: lowest compared OMol25 entry of this formula, charge and spin)**: 83.7 kcal per mole
**Calculated total energy**: -8806.900 eV

ORCA input file:
```
! RIJCOSX wB97M-V def2-TZVPD def2/J DEFGRID3
* xyz 0 1
C -1.143 0.152 -0.673
C -0.138 -0.118 1.034
O 0.158 -1.480 1.064
C 0.861 0.742 0.384
O 1.041 1.914 0.660
N 1.316 0.144 -0.756
H -1.764 0.999 -0.441
H -1.552 -0.844 -0.655
H -0.789 0.310 -1.736
H -0.414 0.235 2.067
H -0.654 -1.943 1.314
H 1.379 -0.856 -0.810
H 1.698 0.745 -1.452
*
```